No. 1
Formula: C9H10Cl3NO2Sn
Source: the Open Molecules 2025 dataset
Level of theory: wB97M-V/def2-TZVPD

Computed properties:
net charge = 0
LUMO level = 0.327 eV
HOMO-LUMO gap = 8.70 eV
highest occupied orbital energy = -0.308 Ha
2S+1 = 1

Structure (XYZ):
```
26
Properties=species:S:1:pos:R:3:forces:R:3
C 2.0301 -1.0558 -1.6912 -0.9 0.3 -0.5
C 1.9207 0.3033 -2.1270 -0.4 -0.6 -0.7
C 0.5452 0.5957 -2.4200 0.4 -0.9 -0.6
C -0.2287 -0.6403 -2.1928 1.2 0.4 0.6
C 0.7181 -1.6500 -1.6935 0.4 1.1 -0.7
Sn 0.2286 0.1360 -0.1094 1.9 -0.4 1.9
N 1.0955 -0.5778 1.6465 -0.5 -0.4 -1.6
C 1.5873 0.7539 2.0632 0.2 0.6 1.3
C 1.5798 1.5927 0.7688 -0.8 -0.7 0.1
H 0.1023 1.5447 -2.7660 0.4 -0.7 0.2
H 2.7366 1.0402 -2.1646 -0.6 -0.5 0.1
H -1.3011 -0.7717 -2.3354 0.4 0.0 -0.1
H 0.4370 -2.6656 -1.4242 0.2 0.3 0.0
H 2.9394 -1.5554 -1.3389 -0.5 0.3 -0.2
H 2.5509 1.7455 0.3343 0.2 -0.2 -0.4
H 2.6227 0.7806 2.5045 -0.8 -0.5 -0.5
H 0.8402 -1.4574 2.1051 0.5 1.2 0.8
H 1.0272 2.5084 0.7763 -0.1 0.8 0.5
H 0.9642 1.3093 2.8224 0.2 -0.8 -0.5
Cl -4.9236 -1.4416 0.7963 0.2 0.4 0.4
C -3.7542 -0.2165 1.3002 0.8 -0.1 -0.4
Cl -4.2935 1.4223 0.8105 -0.1 -0.6 0.1
Cl -3.4327 -0.2085 3.0687 -0.3 -0.2 -0.7
C -2.3642 -0.5071 0.5889 1.0 0.5 -0.8
O -2.0816 -1.5330 -0.0493 -0.8 2.0 1.7
O -1.5461 0.5483 0.7266 -2.4 -1.6 -0.1
```
Positions in Å, forces in eV/Å.

Löwdin population analysis, charges in e, atoms 1 to 5: -0.14 -0.18 -0.20 -0.20 -0.16

No. 2
Formula: C4H11NOS2
Source: the Open Molecules 2025 dataset
Level of theory: wB97M-V/def2-TZVPD

Computed properties:
net charge = +1
LUMO level (spin up / spin down) = -3.955 / -7.821 eV
HOMO-LUMO gap (spin up / spin down) = 9.96 / 6.04 eV
highest occupied orbital energy (spin up / spin down) = -0.511 / -0.509 Ha
2S+1 = 2

Structure (XYZ):
```
19
Properties=species:S:1:pos:R:3:forces:R:3
N -1.1323 1.0236 0.5330 1.5 -0.5 0.1
C -0.0678 0.4841 1.3779 -0.2 1.2 -0.2
C -0.5517 0.1027 2.7891 0.5 -0.9 -0.3
O -1.6962 -0.6938 2.9382 -0.3 0.0 0.7
C 0.6474 -0.6519 0.6178 -0.5 -1.4 1.3
S 1.6738 -0.1507 -0.7435 -0.8 0.5 -0.4
S 0.3726 0.5155 -2.1467 0.3 0.0 -0.1
C -0.7885 -0.8289 -2.4548 1.1 -1.1 0.8
H -2.0193 1.0834 1.0018 -0.2 0.5 -0.2
H -0.7971 1.8138 -0.0021 -0.8 0.3 0.4
H 0.7118 1.2290 1.5989 -0.2 0.1 -0.2
H -0.7358 1.0153 3.3632 0.3 0.0 -0.1
H 0.2705 -0.4864 3.2249 0.0 0.5 0.2
H -2.1479 -1.0099 2.1708 -0.1 -0.1 -0.9
H 1.3277 -1.1486 1.3224 0.2 0.1 -0.3
H -0.1181 -1.4026 0.3944 0.3 0.0 -0.5
H -0.1111 -1.6740 -2.6542 -0.4 0.1 0.0
H -1.3386 -1.0354 -1.5396 -0.3 0.1 -0.3
H -1.3932 -0.7034 -3.3399 -0.2 0.6 -0.1
```
Positions in Å, forces in eV/Å.

Löwdin population analysis, charges in e, atoms 1 to 5: 0.08 -0.42 -0.21 -0.02 -0.49

No. 3
Formula: C7H10N2O3
Source: the Open Molecules 2025 dataset
Level of theory: wB97M-V/def2-TZVPD

Computed properties:
net charge = 0
LUMO level = 0.316 eV
HOMO-LUMO gap = 9.28 eV
highest occupied orbital energy = -0.330 Ha
2S+1 = 1

Structure (XYZ):
```
22
Properties=species:S:1:pos:R:3:forces:R:3
N -4.2712 1.3319 -0.8224 -0.3 -0.2 0.5
N -3.1763 0.5964 -0.5438 0.2 -0.2 0.4
C -3.0281 0.0898 0.6181 -0.2 0.2 -0.2
C -1.7723 -0.6588 0.9126 0.0 0.0 -0.1
O -1.5693 -1.1891 1.9707 0.0 0.1 -0.2
O -0.8897 -0.6952 -0.1008 -0.7 0.3 -0.3
H -4.4561 1.3592 -1.8040 0.0 0.1 -0.4
H -5.1033 1.1336 -0.2606 0.4 0.1 -0.2
H -3.7653 0.1691 1.4223 0.1 0.0 -0.1
H -1.2932 -0.1912 -0.8496 0.3 -0.4 0.5
C 3.1719 2.9956 0.2493 0.0 0.2 0.0
C 3.1108 1.7914 0.2814 -0.1 0.6 -0.1
C 3.0578 0.3599 0.3219 -0.8 0.6 -0.3
C 1.9891 -0.3559 -0.0121 0.2 -0.2 0.0
C 1.9399 -1.8524 0.0393 -0.3 0.1 0.5
O 1.5336 -2.4164 -1.1955 0.0 0.0 -0.1
H 3.2286 4.0774 0.2128 0.0 -0.8 0.0
H 3.9355 -0.1212 0.6448 1.1 -0.6 0.4
H 1.0997 0.1324 -0.3552 -0.2 0.2 -0.1
H 1.1904 -2.1903 0.7713 0.2 0.2 -0.2
H 2.9067 -2.2385 0.3601 0.2 -0.1 0.0
H 2.1609 -2.1276 -1.8606 0.1 0.0 -0.2
```
Positions in Å, forces in eV/Å.

Löwdin population analysis, charges in e, atoms 1 to 5: 0.03 -0.04 -0.06 -0.51 0.11

DFT total energy readings, ordered: -2148.95473; -1085.05520; -607.84346 a.u.
Energy relative to the best compared isomer or geometry (same formula, charge and spin) readings, ordered: 80.8; 87.8; 404.3 kJ/mol